{"formula": "C2HO3Pb", "method": "ωB97M-V/def2-TZVPD", "e_above_lowest_kj_mol": 200.33, "largest_force_ev_per_a": 4.746, "homo_lumo_gap_ev": [6.670, 6.666], "energy_ha": -494.93044, "e_lumo_ev": [-6.47, -6.47], "charge": 1, "symbols": ["Pb", "O", "O", "O", "C", "C", "H"], "positions_angstrom": [[0.8735, -2.3515, -0.5091], [0.8020, 0.6171, 0.3031], [-0.4111, 1.7151, -1.5810], [-0.3558, -1.3975, 0.9855], [-0.3935, 1.2022, -0.5272], [0.5559, -0.5706, 0.8356], [-1.0709, 0.7851, 0.4932]]}

{"formula": "C2HO3Pd", "method": "ωB97M-V/def2-TZVPD", "e_above_lowest_kj_mol": 0.00, "largest_force_ev_per_a": 19.889, "spin_multiplicity": 4, "homo_lumo_gap_ev": [6.351, 6.954], "s_squared": 3.7602, "energy_ha": -429.25268, "e_lumo_ev": [-11.96, -15.83], "charge": 2, "symbols": ["Pd", "O", "O", "O", "C", "C", "H"], "positions_angstrom": [[-2.3406, -1.0161, -0.4513], [1.0637, 1.1278, -0.1013], [-0.9088, -0.5729, -0.0484], [1.1059, -1.3626, 0.8149], [0.0454, 1.4278, -0.7205], [0.1778, -0.7609, 0.5123], [-0.5477, 2.3560, -0.5579]]}

{"formula": "C2HO3Pr", "method": "ωB97M-V/def2-TZVPD", "e_above_lowest_kj_mol": 0.00, "largest_force_ev_per_a": 6.557, "spin_multiplicity": 3, "homo_lumo_gap_ev": [6.759, 8.364], "s_squared": 2.0138, "energy_ha": -818.81973, "e_lumo_ev": [-13.43, -11.91], "charge": 2, "symbols": ["Pr", "O", "O", "O", "C", "C", "H"], "positions_angstrom": [[1.0965, 1.2732, -1.2413], [0.1423, -1.0053, -0.8445], [1.5587, 0.0624, 2.6416], [-1.2227, 0.7050, -1.3233], [-1.0109, -0.4699, -0.9285], [1.0575, 0.3192, 1.6654], [-1.6214, -0.8845, 0.0305]]}

{"formula": "C2HO4", "method": "ωB97M-V/def2-TZVPD", "e_above_lowest_kj_mol": 619.65, "largest_force_ev_per_a": 4.046, "homo_lumo_gap_ev": [5.813, 6.667], "energy_ha": -377.63413, "e_lumo_ev": [1.78, 2.42], "charge": -1, "symbols": ["O", "O", "O", "O", "C", "C", "H"], "positions_angstrom": [[-2.6753, -2.2052, -0.1128], [0.8624, 0.5656, -1.9949], [-1.5727, -0.3217, -0.5064], [-0.0605, 2.5142, -1.2261], [0.1219, 1.3414, -1.3322], [-0.5853, 0.3017, -0.3198], [0.1082, -0.0756, 0.5421]]}